Entry 1:
{
  "formula": "C6H15NO",
  "method": "ωB97M-V with the def2-TZVPD basis set",
  "molar_mass_g_mol": 117.19,
  "energy_ev": -10001.250,
  "spin_multiplicity": 1,
  "gap_ev": 9.2,
  "smiles": "CCN1CCCC1.O",
  "elements": ["C", "N", "C", "C", "C", "C", "C", "H", "H", "H", "H", "H", "H", "H", "H", "H", "H", "H", "H", "H", "H", "H", "O"],
  "xyz": [[0.050, -0.940, -0.667], [0.843, 0.039, 0.189], [0.139, 0.664, 1.378], [0.215, -0.209, 2.670], [1.349, 1.012, -0.851], [0.904, 0.648, -2.271], [0.414, -0.766, -2.205], [0.313, -1.947, -0.437], [-0.990, -0.962, -0.439], [-0.985, 0.662, 1.272], [0.512, 1.696, 1.541], [-0.055, -1.141, 2.313], [-0.550, 0.164, 3.418], [1.197, -0.249, 3.168], [2.492, 0.936, -0.745], [1.071, 2.080, -0.744], [1.809, 0.690, -2.948], [0.166, 1.338, -2.726], [1.133, -1.434, -2.692], [-0.508, -0.879, -2.848], [-2.319, -0.937, 1.393], [-3.052, 0.397, 1.687], [-3.071, -0.393, 1.142]],
  "lowdin_charge": [-0.148, -0.126, -0.234, -0.097, -0.201, -0.226, -0.172, 0.086, 0.077, 0.078, 0.111, 0.026, 0.090, 0.072, 0.125, 0.105, 0.118, 0.110, 0.101, 0.117, 0.012, 0.034, -0.059]
}

***

Entry 2:
{
  "formula": "C6H15NO",
  "method": "ωB97M-V with the def2-TZVPD basis set",
  "molar_mass_g_mol": 117.19,
  "energy_ev": -9998.600,
  "spin_multiplicity": 1,
  "gap_ev": 6.9,
  "elements": ["C", "C", "C", "C", "C", "C", "N", "O", "H", "H", "H", "H", "H", "H", "H", "H", "H", "H", "H", "H", "H", "H", "H"],
  "xyz": [[0.373, 0.579, -0.414], [-1.095, -1.035, 0.099], [-0.175, 1.026, 0.797], [-1.315, -1.569, -1.297], [-0.422, -2.028, 1.015], [1.003, 2.760, 0.811], [1.582, -0.072, -0.491], [-0.059, 1.189, -1.545], [0.169, 0.646, -2.311], [-2.035, -0.672, 0.519], [2.127, -0.074, 0.359], [2.141, 0.097, -1.315], [-1.148, 1.483, 0.756], [0.208, 0.623, 1.719], [-0.327, -1.651, 2.036], [-0.364, -1.851, -1.762], [-1.821, -0.843, -1.938], [-1.947, -2.469, -1.301], [-0.973, -2.977, 1.078], [0.577, -2.278, 0.645], [2.004, 2.494, 1.151], [1.020, 3.256, -0.157], [0.476, 3.364, 1.545]],
  "lowdin_charge": [-0.572, -0.305, -0.037, -0.149, -0.142, -0.043, 0.158, 0.064, 0.113, 0.098, 0.108, 0.109, 0.101, 0.093, 0.061, 0.068, 0.065, 0.071, 0.073, 0.063, -0.001, 0.007, 0.000]
}

***

Entry 3:
{
  "formula": "C6H15NO",
  "method": "ωB97M-V with the def2-TZVPD basis set",
  "molar_mass_g_mol": 117.19,
  "energy_ev": -10001.735,
  "spin_multiplicity": 1,
  "gap_ev": 9.5,
  "smiles": "CCCN(C)CCO",
  "elements": ["C", "C", "C", "N", "C", "C", "C", "O", "H", "H", "H", "H", "H", "H", "H", "H", "H", "H", "H", "H", "H", "H", "H"],
  "xyz": [[-1.677, -0.439, -1.019], [-2.592, -1.648, -1.334], [-0.493, -0.910, -0.149], [0.169, 0.270, 0.441], [-0.279, 0.426, 1.827], [1.644, 0.335, 0.383], [2.105, 1.625, -0.324], [3.146, 2.296, 0.364], [-2.176, 0.272, -0.370], [-1.365, -0.021, -1.968], [-2.809, -2.325, -0.508], [-3.520, -1.262, -1.762], [-2.114, -2.290, -2.079], [0.271, -1.463, -0.706], [-0.779, -1.614, 0.643], [0.095, -0.396, 2.459], [-1.371, 0.374, 1.829], [-0.007, 1.365, 2.307], [1.955, -0.527, -0.214], [2.087, 0.346, 1.381], [2.457, 1.446, -1.351], [1.279, 2.332, -0.317], [3.974, 1.810, 0.466]],
  "lowdin_charge": [-0.217, -0.118, -0.227, -0.230, -0.104, -0.172, -0.239, -0.092, 0.095, 0.104, 0.064, 0.065, 0.067, 0.110, 0.111, 0.086, 0.079, 0.085, 0.106, 0.112, 0.113, 0.115, 0.085]
}

***

Entry 4:
{
  "formula": "C6H15NO",
  "method": "ωB97M-V with the def2-TZVPD basis set",
  "molar_mass_g_mol": 117.19,
  "energy_ev": -10002.312,
  "spin_multiplicity": 1,
  "gap_ev": 10.6,
  "smiles": "CCC(N)=O.CCC",
  "elements": ["C", "C", "C", "O", "N", "H", "H", "H", "H", "H", "H", "H", "C", "C", "C", "H", "H", "H", "H", "H", "H", "H", "H"],
  "xyz": [[-0.228, 0.683, 2.527], [-1.270, 0.019, 1.666], [0.914, 1.262, 1.669], [1.474, 0.454, 0.947], [1.444, 2.450, 2.022], [-0.780, 1.442, 3.140], [0.144, 0.170, 3.414], [-1.019, 0.091, 0.629], [2.129, 2.805, 1.384], [0.897, 3.151, 2.535], [-2.221, 0.522, 1.910], [-1.477, -1.030, 1.958], [0.161, -1.226, -2.568], [-0.250, 0.249, -2.347], [0.086, -2.355, -1.554], [-0.428, -1.576, -3.530], [1.167, -1.149, -2.973], [0.135, 0.889, -3.158], [0.294, 0.848, -1.586], [-0.063, -3.284, -2.112], [0.959, -2.512, -0.925], [-1.310, 0.298, -2.186], [-0.758, -2.204, -0.862]],
  "lowdin_charge": [-0.188, -0.100, -0.553, 0.040, 0.160, 0.104, 0.115, 0.043, 0.102, 0.115, 0.075, 0.085, -0.318, -0.133, -0.126, 0.127, 0.083, 0.067, 0.056, 0.064, 0.065, 0.054, 0.064]
}

***

Entry 5:
{
  "formula": "C6H15NO",
  "method": "ωB97M-V with the def2-TZVPD basis set",
  "molar_mass_g_mol": 117.19,
  "energy_ev": -10001.418,
  "spin_multiplicity": 1,
  "gap_ev": 10.0,
  "smiles": "C=CCCNCC.O",
  "elements": ["C", "N", "C", "C", "C", "C", "C", "H", "H", "H", "H", "H", "H", "H", "H", "H", "H", "H", "H", "H", "H", "H", "O"],
  "xyz": [[-1.189, 0.141, 0.687], [-0.204, 1.230, 0.558], [0.614, 1.030, -0.655], [1.663, -0.075, -0.473], [1.308, -1.461, -0.956], [1.291, -1.770, -2.249], [-2.459, 0.342, -0.084], [-1.419, 0.002, 1.742], [-0.739, -0.799, 0.375], [-0.667, 2.129, 0.565], [-0.029, 0.660, -1.462], [1.031, 2.009, -0.881], [2.647, 0.334, -0.734], [1.936, -0.193, 0.589], [1.336, -2.263, -0.244], [1.208, -2.826, -2.490], [1.171, -1.050, -3.048], [-3.166, -0.428, 0.223], [-2.976, 1.286, 0.126], [-2.426, 0.336, -1.176], [0.946, -0.068, 3.283], [-0.036, 1.009, 2.779], [0.157, 0.424, 3.524]],
  "lowdin_charge": [-0.290, -0.091, -0.218, -0.207, -0.198, 0.005, -0.102, 0.094, 0.103, 0.104, 0.101, 0.113, 0.112, 0.101, 0.090, 0.052, 0.062, 0.073, 0.074, 0.070, 0.028, -0.002, -0.073]
}

***

Entry 6:
{
  "formula": "C6H15NO",
  "method": "ωB97M-V with the def2-TZVPD basis set",
  "molar_mass_g_mol": 117.19,
  "energy_ev": -10001.869,
  "spin_multiplicity": 1,
  "gap_ev": 10.3,
  "smiles": "C=C(C)C[C@H](C)N.O",
  "elements": ["C", "C", "C", "C", "C", "C", "N", "H", "H", "H", "H", "H", "H", "H", "H", "H", "H", "H", "H", "H", "H", "H", "O"],
  "xyz": [[1.527, -0.396, 2.148], [0.348, 0.081, 1.264], [0.262, -0.698, -0.052], [-0.881, -0.206, -0.945], [-0.688, 0.868, -1.692], [-2.104, -1.056, -0.988], [-0.899, 0.037, 2.034], [1.859, 0.452, 2.775], [1.141, -1.142, 2.842], [2.406, -0.788, 1.628], [0.555, 1.130, 0.956], [1.206, -0.774, -0.595], [0.165, -1.749, 0.212], [0.202, 1.477, -1.626], [-1.379, 1.243, -2.475], [-1.991, -1.988, -1.522], [-2.897, -0.476, -1.487], [-2.502, -1.296, 0.038], [-1.642, -0.394, 1.515], [-1.177, 1.015, 2.190], [1.571, 1.070, -2.223], [2.558, 2.008, -1.574], [2.360, 1.584, -2.422]],
  "lowdin_charge": [-0.071, -0.454, -0.153, -0.361, 0.041, -0.066, 0.049, 0.073, 0.069, 0.070, 0.130, 0.113, 0.118, 0.035, 0.087, 0.080, 0.083, 0.086, 0.031, 0.088, -0.026, 0.044, -0.065]
}